Entry 1:
{
  "formula": "C22H28AsNOPdS2",
  "method": "ωB97M-V with the def2-TZVPD basis set",
  "charge": -2,
  "orbital_gap_ev": 3.4563,
  "largest_force_ev_per_a": 4.27,
  "mol_weight_g_mol": 567.95,
  "e_tot_ha": -4144.87856,
  "e_homo_ev": 0.307,
  "species": ["Pd", "C", "C", "C", "C", "C", "C", "C", "C", "C", "C", "C", "C", "C", "C", "H", "H", "H", "H", "H", "H", "H", "H", "H", "H", "H", "C", "As", "C", "C", "S", "H", "H", "H", "H", "H", "H", "H", "H", "H", "N", "C", "O", "S", "C", "C", "C", "C", "H", "H", "H", "H", "H", "H", "H", "H"],
  "xyz": [[8.63, 10.90, 5.79], [14.17, 6.37, 5.75], [13.89, 7.29, 6.74], [12.68, 8.05, 6.73], [11.85, 8.07, 5.64], [12.10, 7.00, 4.69], [13.20, 6.19, 4.73], [10.75, 9.00, 5.46], [10.49, 10.16, 6.04], [11.42, 11.11, 6.59], [10.93, 12.23, 7.30], [11.72, 13.15, 7.95], [13.12, 13.07, 7.78], [13.63, 12.04, 6.95], [12.82, 11.11, 6.36], [15.17, 5.90, 5.75], [14.61, 7.44, 7.57], [12.62, 8.68, 7.55], [11.42, 6.88, 3.84], [13.39, 5.42, 4.03], [10.00, 8.64, 4.74], [9.83, 12.29, 7.26], [11.30, 13.91, 8.52], [13.78, 13.79, 8.23], [14.71, 11.90, 6.77], [13.29, 10.44, 5.60], [8.36, 7.60, 7.13], [8.69, 9.55, 7.86], [6.79, 9.53, 8.27], [8.80, 10.90, 9.45], [10.43, 8.71, 8.98], [7.53, 7.63, 6.38], [8.13, 6.95, 7.98], [9.31, 7.30, 6.69], [6.28, 9.41, 7.36], [6.62, 10.45, 8.85], [6.58, 8.71, 8.97], [8.11, 11.70, 9.12], [9.78, 11.28, 9.77], [8.32, 10.37, 10.29], [6.33, 9.13, 4.57], [7.18, 9.86, 4.86], [8.11, 12.05, 4.19], [7.83, 13.57, 4.18], [8.13, 14.39, 5.79], [7.00, 13.87, 6.73], [5.83, 13.32, 5.86], [6.01, 13.63, 4.44], [8.01, 15.46, 5.49], [9.19, 14.18, 6.13], [6.67, 14.67, 7.41], [7.46, 13.08, 7.24], [4.85, 13.59, 6.20], [5.86, 12.24, 6.12], [5.81, 14.68, 4.22], [5.54, 13.01, 3.69]],
  "nbo_charge": [0.348, -0.269, -0.220, -0.202, 0.055, -0.228, -0.246, -0.351, -0.160, -0.077, -0.132, -0.251, -0.265, -0.239, -0.206, 0.182, 0.191, 0.250, 0.196, 0.185, 0.212, 0.192, 0.190, 0.184, 0.188, 0.212, -0.991, 1.195, -1.034, -1.016, -0.951, 0.208, 0.195, 0.207, 0.238, 0.195, 0.205, 0.140, 0.218, 0.195, -0.638, -0.154, -0.948, 1.174, -0.609, -0.408, -0.461, -0.563, 0.208, 0.278, 0.202, 0.249, 0.208, 0.272, 0.191, 0.257]
}

***

Entry 2:
{
  "formula": "C22H28BCdF4N4OS2",
  "method": "ωB97M-V with the def2-TZVPD basis set",
  "charge": -1,
  "orbital_gap_ev": 7.2010,
  "largest_force_ev_per_a": 4.19,
  "mol_weight_g_mol": 627.84,
  "e_tot_ha": -2538.12440,
  "e_homo_ev": -4.616,
  "species": ["Cd", "C", "C", "N", "N", "C", "S", "S", "C", "C", "C", "C", "C", "C", "C", "C", "C", "C", "C", "C", "C", "O", "H", "H", "H", "H", "H", "H", "H", "H", "H", "H", "H", "H", "H", "H", "F", "B", "F", "F", "F", "C", "C", "N", "C", "C", "C", "C", "N", "H", "H", "H", "H", "H", "H", "H", "H", "H", "H", "H", "H", "H", "H"],
  "xyz": [[-0.48, -0.73, -0.14], [3.35, -0.63, 2.28], [2.26, -0.21, 1.42], [1.50, -1.10, 0.84], [1.87, -2.42, 1.03], [0.95, -3.32, 0.77], [-0.74, -3.13, 0.25], [1.64, -5.01, 0.82], [3.36, -4.68, 0.49], [3.85, -4.24, -0.83], [3.38, -4.96, -1.94], [3.78, -4.54, -3.19], [4.64, -3.46, -3.40], [5.17, -2.81, -2.26], [4.73, -3.16, -1.01], [2.08, 1.20, 1.12], [2.64, 2.16, 1.97], [2.60, 3.55, 1.77], [1.91, 3.92, 0.63], [1.27, 3.08, -0.25], [1.36, 1.66, -0.03], [0.78, 0.95, -0.89], [3.01, -1.44, 2.93], [4.01, 0.03, 2.85], [4.07, -1.16, 1.63], [3.73, -5.68, 0.71], [3.66, -4.07, 1.25], [2.59, -5.80, -1.78], [3.31, -5.07, -4.01], [4.85, -3.14, -4.41], [5.93, -2.02, -2.33], [5.10, -2.63, -0.10], [3.22, 1.83, 2.83], [3.08, 4.32, 2.49], [1.67, 5.01, 0.49], [0.72, 3.29, -1.08], [-2.98, -0.77, -3.97], [-2.71, -0.42, -2.65], [-3.08, 0.95, -2.41], [-3.32, -1.28, -1.70], [-1.26, -0.49, -2.44], [-3.68, 4.22, -0.48], [-3.16, 3.59, 0.81], [-3.65, 2.25, 1.06], [-5.13, 2.07, 1.20], [-5.85, 1.74, -0.16], [-2.90, 1.09, 0.99], [-3.46, -0.15, 1.46], [-1.69, 1.08, 0.53], [-3.38, 5.28, -0.58], [-4.79, 4.27, -0.51], [-3.31, 3.73, -1.43], [-3.48, 4.24, 1.70], [-2.08, 3.41, 0.76], [-5.54, 2.98, 1.69], [-5.34, 1.22, 1.84], [-5.95, 2.68, -0.67], [-6.77, 1.13, -0.03], [-5.24, 1.01, -0.76], [-3.87, 0.01, 2.44], [-2.69, -0.88, 1.50], [-4.27, -0.51, 0.70], [-1.29, 1.94, 0.18]],
  "nbo_charge": [1.625, -0.694, 0.325, -0.450, -0.433, -0.026, -0.447, 0.239, -0.554, -0.022, -0.208, -0.211, -0.226, -0.195, -0.216, -0.265, -0.135, -0.333, -0.194, -0.302, 0.423, -0.812, 0.241, 0.222, 0.240, 0.223, 0.233, 0.228, 0.207, 0.213, 0.209, 0.210, 0.191, 0.207, 0.188, 0.211, -0.560, 1.363, -0.589, -0.581, -0.600, -0.635, -0.204, -0.435, -0.215, -0.644, 0.519, -0.682, -0.871, 0.210, 0.198, 0.246, 0.185, 0.217, 0.192, 0.203, 0.207, 0.209, 0.253, 0.218, 0.247, 0.261, 0.378]
}

***

Entry 3:
{
  "formula": "C22H28CuN3OS",
  "method": "ωB97M-V with the def2-TZVPD basis set",
  "charge": 0,
  "orbital_gap_ev": 7.0920,
  "largest_force_ev_per_a": 0.30,
  "mol_weight_g_mol": 446.10,
  "e_tot_ha": -3133.26550,
  "e_homo_ev": -6.502,
  "species": ["Cu", "N", "C", "C", "C", "N", "H", "H", "H", "H", "H", "H", "H", "H", "H", "H", "C", "C", "C", "C", "N", "C", "C", "C", "C", "C", "C", "C", "H", "H", "H", "H", "H", "H", "H", "H", "C", "C", "C", "C", "C", "C", "C", "S", "C", "O", "H", "H", "H", "H", "H", "H", "H", "H", "H", "H"],
  "xyz": [[0.53, 0.13, -0.44], [1.55, 2.08, -0.64], [1.37, 3.08, 0.41], [1.69, 2.52, 1.80], [0.68, 1.54, 2.38], [0.68, 0.25, 1.68], [2.52, 1.84, -0.77], [1.20, 2.40, -1.53], [0.32, 3.39, 0.40], [1.97, 3.98, 0.24], [1.77, 3.36, 2.49], [2.68, 2.05, 1.77], [-0.32, 1.97, 2.29], [0.88, 1.42, 3.45], [-0.11, -0.33, 1.97], [1.51, -0.28, 1.90], [-3.46, 2.17, -1.44], [-3.70, 1.56, -2.66], [-2.82, 0.60, -3.13], [-1.70, 0.25, -2.37], [-1.46, 0.86, -1.20], [-2.32, 1.79, -0.76], [-0.74, -0.83, -2.78], [-1.00, -1.57, -3.94], [-0.19, -2.63, -4.29], [0.90, -2.94, -3.48], [1.16, -2.19, -2.34], [0.36, -1.11, -1.93], [-4.12, 2.92, -1.03], [-4.57, 1.83, -3.25], [-3.01, 0.13, -4.08], [-2.07, 2.24, 0.20], [-1.85, -1.34, -4.58], [-0.40, -3.20, -5.19], [1.54, -3.78, -3.74], [2.01, -2.47, -1.74], [-5.12, -6.37, -3.51], [-4.42, -5.35, -2.65], [-4.33, -4.02, -3.05], [-3.69, -3.07, -2.26], [-3.15, -3.46, -1.04], [-3.21, -4.78, -0.63], [-3.85, -5.72, -1.44], [-2.26, -2.30, -0.01], [-3.72, -1.40, 0.54], [-1.78, -3.06, 1.19], [-5.32, -5.98, -4.51], [-6.07, -6.66, -3.07], [-4.52, -7.27, -3.61], [-4.75, -3.72, -4.00], [-3.61, -2.05, -2.60], [-2.75, -5.06, 0.31], [-3.89, -6.75, -1.12], [-4.36, -2.10, 1.07], [-4.23, -0.97, -0.32], [-3.38, -0.61, 1.21]],
  "nbo_charge": [0.744, -0.876, -0.212, -0.414, -0.210, -0.878, 0.375, 0.386, 0.189, 0.177, 0.217, 0.199, 0.187, 0.180, 0.395, 0.381, -0.281, -0.165, -0.262, 0.210, -0.525, 0.038, -0.104, -0.219, -0.262, -0.195, -0.274, -0.424, 0.219, 0.216, 0.218, 0.183, 0.187, 0.203, 0.200, 0.192, -0.628, -0.013, -0.221, -0.148, -0.295, -0.191, -0.210, 1.300, -0.821, -0.987, 0.214, 0.220, 0.220, 0.207, 0.210, 0.248, 0.210, 0.236, 0.231, 0.226]
}

***

Entry 4:
{
  "formula": "C22H28F3N2O5S",
  "method": "ωB97M-V with the def2-TZVPD basis set",
  "charge": 1,
  "orbital_gap_ev": 7.8730,
  "largest_force_ev_per_a": 1.14,
  "mol_weight_g_mol": 489.54,
  "e_tot_ha": -2038.38721,
  "e_homo_ev": -10.377,
  "species": ["C", "H", "H", "H", "C", "H", "H", "O", "C", "C", "C", "C", "C", "C", "H", "H", "O", "C", "C", "C", "N", "C", "H", "H", "C", "N", "C", "H", "H", "C", "H", "H", "H", "S", "O", "O", "C", "C", "C", "C", "C", "C", "H", "H", "H", "C", "F", "F", "F", "H", "H", "H", "H", "H", "H", "O", "H", "H", "H", "H", "H"],
  "xyz": [[-7.31, -2.44, 0.00], [-7.77, -3.43, -0.04], [-6.37, -2.47, -0.55], [-7.97, -1.73, -0.49], [-7.10, -2.04, 1.45], [-6.45, -2.75, 1.97], [-8.06, -1.99, 1.97], [-6.58, -0.72, 1.58], [-5.26, -0.48, 1.39], [-4.87, 0.85, 1.54], [-3.55, 1.23, 1.40], [-2.58, 0.27, 1.12], [-2.97, -1.05, 0.95], [-4.29, -1.43, 1.09], [-4.54, -2.47, 0.96], [-2.21, -1.79, 0.74], [-1.23, 0.54, 0.95], [-0.70, 1.74, 1.44], [-0.72, 2.88, 0.38], [-0.85, 2.29, -1.03], [0.28, 1.37, -1.34], [1.42, 2.07, -1.96], [1.63, 2.97, -1.39], [1.15, 2.34, -2.98], [2.65, 1.13, -1.95], [2.25, -0.26, -1.95], [1.08, -0.50, -2.76], [0.90, -1.58, -2.76], [1.30, -0.18, -3.78], [-0.15, 0.23, -2.18], [-0.73, -0.45, -1.55], [-0.78, 0.60, -2.99], [0.63, 0.97, -0.44], [2.19, -0.97, -0.41], [1.41, -2.15, -0.53], [1.74, 0.07, 0.50], [3.90, -1.34, -0.09], [4.62, -0.53, 0.77], [5.96, -0.81, 0.99], [6.57, -1.89, 0.36], [5.82, -2.70, -0.49], [4.49, -2.42, -0.72], [3.88, -3.04, -1.37], [6.29, -3.54, -0.97], [7.61, -2.10, 0.54], [6.73, 0.09, 1.92], [6.57, 1.38, 1.58], [8.04, -0.16, 1.94], [6.29, -0.02, 3.18], [4.13, 0.30, 1.27], [3.26, 1.30, -1.06], [3.27, 1.33, -2.83], [-1.79, 1.74, -1.09], [-0.86, 3.10, -1.77], [-1.59, 3.54, 0.53], [0.47, 3.63, 0.42], [0.54, 4.09, 1.26], [0.34, 1.52, 1.69], [-1.22, 2.06, 2.35], [-3.29, 2.27, 1.52], [-5.63, 1.58, 1.77]],
  "nbo_charge": [-0.637, 0.223, 0.205, 0.220, -0.066, 0.172, 0.202, -0.486, 0.296, -0.232, -0.279, 0.243, -0.255, -0.236, 0.219, 0.228, -0.530, -0.120, 0.067, -0.234, -0.454, -0.254, 0.273, 0.218, -0.247, -0.658, -0.256, 0.263, 0.223, -0.247, 0.252, 0.229, 0.526, 2.309, -0.907, -0.961, -0.360, -0.112, -0.147, -0.132, -0.196, -0.148, 0.244, 0.240, 0.248, 0.972, -0.322, -0.308, -0.313, 0.247, 0.234, 0.232, 0.251, 0.234, 0.192, -0.733, 0.494, 0.222, 0.207, 0.211, 0.234]
}

***

Entry 5:
{
  "formula": "C22H28FN3O5S",
  "method": "ωB97M-V with the def2-TZVPD basis set",
  "charge": 0,
  "orbital_gap_ev": 9.2420,
  "largest_force_ev_per_a": 1.06,
  "mol_weight_g_mol": 465.55,
  "e_tot_ha": -1893.68665,
  "e_homo_ev": -8.764,
  "species": ["C", "H", "H", "H", "C", "C", "H", "H", "H", "H", "C", "N", "C", "O", "C", "C", "C", "N", "S", "O", "O", "C", "C", "C", "C", "C", "C", "H", "H", "F", "H", "H", "C", "C", "H", "H", "H", "H", "H", "H", "H", "H", "H", "H", "C", "O", "N", "H", "C", "C", "C", "C", "C", "O", "H", "H", "H", "H", "H", "H"],
  "xyz": [[4.62, -2.02, -2.58], [4.77, -1.28, -1.80], [4.25, -1.52, -3.47], [5.59, -2.47, -2.81], [3.64, -3.11, -2.14], [3.47, -4.15, -3.24], [2.81, -4.95, -2.91], [4.43, -4.58, -3.50], [3.05, -3.69, -4.13], [4.03, -3.61, -1.24], [2.29, -2.50, -1.78], [2.42, -1.48, -0.76], [1.52, -0.49, -0.60], [0.55, -0.36, -1.33], [1.81, 0.49, 0.53], [0.66, 0.42, 1.54], [0.80, 1.51, 2.60], [0.93, 2.82, 2.01], [-0.45, 3.73, 1.81], [-1.20, 3.61, 3.02], [-0.03, 5.02, 1.37], [-1.41, 2.97, 0.49], [-1.17, 3.33, -0.82], [-1.88, 2.71, -1.84], [-2.82, 1.76, -1.50], [-3.09, 1.42, -0.19], [-2.37, 2.04, 0.82], [-2.55, 1.82, 1.86], [-3.85, 0.68, 0.03], [-3.51, 1.15, -2.48], [-1.71, 2.96, -2.87], [-0.44, 4.10, -1.03], [1.99, 2.95, 1.04], [1.90, 1.90, -0.06], [1.01, 2.07, -0.67], [2.77, 1.98, -0.71], [2.94, 2.86, 1.57], [1.92, 3.96, 0.64], [1.69, 1.32, 3.21], [-0.07, 1.55, 3.25], [-0.28, 0.55, 0.99], [0.64, -0.56, 2.02], [2.75, 0.24, 1.03], [3.13, -1.64, -0.06], [1.30, -3.55, -1.23], [1.65, -4.56, -0.66], [0.01, -3.20, -1.44], [-0.18, -2.26, -1.76], [-1.08, -3.92, -0.83], [-1.65, -3.17, 0.33], [-1.91, -1.84, 0.50], [-2.43, -1.70, 1.81], [-2.45, -2.95, 2.34], [-1.98, -3.85, 1.45], [-2.76, -3.32, 3.29], [-2.74, -0.79, 2.29], [-1.74, -1.06, -0.22], [-1.85, -4.10, -1.59], [-0.70, -4.88, -0.48], [1.84, -2.02, -2.66]],
  "nbo_charge": [-0.603, 0.204, 0.205, 0.215, -0.221, -0.606, 0.230, 0.214, 0.200, 0.215, -0.140, -0.596, 0.713, -0.676, -0.299, -0.414, -0.231, -0.676, 2.337, -0.940, -0.940, -0.354, -0.168, -0.297, 0.485, -0.303, -0.183, 0.245, 0.239, -0.326, 0.237, 0.243, -0.232, -0.409, 0.227, 0.216, 0.196, 0.242, 0.197, 0.240, 0.223, 0.224, 0.197, 0.406, 0.683, -0.633, -0.614, 0.429, -0.277, 0.276, -0.334, -0.313, 0.083, -0.393, 0.204, 0.222, 0.239, 0.213, 0.254, 0.224]
}

***

Entry 6:
{
  "formula": "C22H28N2NaOS6",
  "method": "ωB97M-V with the def2-TZVPD basis set",
  "charge": -1,
  "orbital_gap_ev": 5.2911,
  "largest_force_ev_per_a": 0.32,
  "mol_weight_g_mol": 551.87,
  "e_tot_ha": -3591.41593,
  "e_homo_ev": -3.611,
  "species": ["Na", "C", "C", "S", "C", "C", "S", "C", "C", "S", "C", "C", "S", "H", "H", "H", "H", "H", "H", "H", "H", "H", "H", "H", "H", "H", "H", "H", "H", "S", "C", "S", "C", "C", "N", "C", "N", "C", "C", "C", "C", "C", "C", "C", "O", "C", "C", "C", "H", "H", "H", "H", "H", "H", "H", "H", "H", "H", "H", "H"],
  "xyz": [[-1.12, -0.96, -0.38], [-1.38, 3.23, 1.02], [-0.83, 2.95, 2.42], [0.46, 1.67, 2.41], [-0.09, 0.64, 3.79], [0.51, -0.76, 3.72], [-0.05, -1.79, 2.34], [-1.52, -2.59, 3.04], [-2.77, -1.73, 3.23], [-3.36, -0.99, 1.68], [-3.74, 0.70, 2.24], [-3.76, 1.66, 1.06], [-2.20, 1.86, 0.17], [-0.57, 3.51, 0.35], [-2.06, 4.08, 1.07], [-1.62, 2.63, 3.09], [-0.41, 3.88, 2.82], [-1.18, 0.58, 3.75], [0.19, 1.11, 4.74], [0.30, -1.29, 4.66], [1.59, -0.69, 3.63], [-1.25, -3.06, 3.99], [-1.75, -3.38, 2.32], [-2.59, -0.93, 3.96], [-3.55, -2.37, 3.63], [-3.01, 1.01, 2.99], [-4.73, 0.72, 2.71], [-4.10, 2.65, 1.39], [-4.46, 1.30, 0.31], [-1.87, -3.54, -0.32], [-3.18, -2.74, -1.13], [-2.94, -1.42, -2.22], [-4.49, -3.14, -0.82], [-4.77, -4.14, 0.16], [-5.05, -4.91, 0.96], [-5.64, -2.52, -1.38], [-6.61, -2.06, -1.81], [5.92, 1.86, -4.61], [4.85, 1.20, -3.78], [4.77, -0.18, -3.68], [3.79, -0.80, -2.91], [3.76, -2.31, -2.85], [2.85, 0.00, -2.23], [1.81, -0.67, -1.43], [0.92, -0.10, -0.85], [2.91, 1.41, -2.33], [1.93, 2.31, -1.64], [3.91, 1.97, -3.10], [6.53, 1.12, -5.12], [6.57, 2.47, -3.98], [5.48, 2.52, -5.36], [5.49, -0.79, -4.20], [4.56, -2.72, -3.47], [2.82, -2.71, -3.23], [3.89, -2.67, -1.84], [1.88, -1.76, -1.37], [0.91, 2.13, -1.99], [2.19, 3.36, -1.84], [1.92, 2.14, -0.57], [3.96, 3.05, -3.19]],
  "nbo_charge": [0.799, -0.550, -0.535, 0.187, -0.527, -0.556, 0.219, -0.560, -0.537, 0.244, -0.538, -0.552, 0.232, 0.226, 0.213, 0.213, 0.211, 0.210, 0.205, 0.218, 0.223, 0.206, 0.289, 0.194, 0.231, 0.187, 0.213, 0.212, 0.257, -0.482, -0.197, -0.447, -0.537, 0.347, -0.444, 0.344, -0.435, -0.630, 0.033, -0.241, 0.047, -0.646, -0.145, 0.421, -0.571, 0.070, -0.642, -0.239, 0.213, 0.220, 0.222, 0.202, 0.214, 0.237, 0.225, 0.139, 0.245, 0.199, 0.240, 0.202]
}